#one
Density functional theory data (wB97M-V/def2-TZVPD) for a 2-piece molecular cluster, C9H12N2O2S overall.

Calculated values
LUMO in eV: 0.65

XYZ file:
```
26
C9H12N2O2S, DFT wB97M-V/def2-TZVPD
H 0.92142 -3.44923 -1.24379
C -1.03205 -0.80698 0.87778
C 0.42172 -2.68012 -0.56478
C -1.80132 1.25770 0.13283
C -0.74124 -2.02438 1.43890
O 3.55484 1.35774 1.10902
C 0.20672 -1.37411 -1.14247
H -2.24772 3.07952 -0.90678
H 4.08889 -0.47716 -0.78269
H 2.67800 -0.20763 -1.64746
H -1.27837 0.92984 1.97140
S 2.58909 1.07163 0.11139
H -3.65586 2.34487 -0.02993
H 2.38212 2.19624 -1.70541
C -0.55601 -0.51016 -0.39920
O 2.51919 2.49508 -0.77663
H 0.04476 -3.92494 1.02347
N 3.42322 0.25516 -1.16905
H -2.40679 3.10771 0.84264
N -0.99927 0.73555 -0.78974
C -0.02808 -2.90024 0.69747
H 0.40661 -1.22373 -2.31241
C -2.46186 2.51961 -0.02861
H -2.89941 0.22973 1.62176
C -1.83849 0.39002 1.32141
H -1.29010 -2.39172 2.35087
```

Here are the Mulliken charges for atoms 1 to 8, given in e: 0.318, 0.810, -0.661, 0.702, -0.598, -0.587, -0.280, 0.350


#two
Density functional theory data (wB97M-V/def2-TZVPD) for C9H12N2O2S in the gas phase.

Calculated values
SMILES: CCOC(=O)[C@@]1(N)SC=C(C)[C@@H]1C#N
LUMO in eV: 0.51

XYZ file:
```
26
C9H12N2O2S, DFT wB97M-V/def2-TZVPD
H -1.82995 1.40884 2.60548
H -0.73327 -3.14759 -0.09612
H 2.93265 -1.49042 -0.63986
H -0.62739 0.66349 -1.19562
H 3.15008 -0.11545 -1.86423
C -1.23941 0.03137 -0.49556
H -2.19839 3.07875 0.38490
C -2.24329 -0.46936 -1.42353
C -2.52993 2.20094 0.03319
C 3.68282 0.64122 0.05109
O 1.51376 -2.32716 0.05359
N -1.43792 -2.46086 0.06702
H -2.53298 2.37957 -0.98659
N -3.20097 -0.77215 -1.98783
C 2.86875 -0.40855 -0.75938
H 3.20509 1.44346 0.57611
C -1.78639 1.03219 0.53118
H 4.20253 0.16697 0.98620
H 4.56882 1.01764 -0.55116
H -3.52495 2.27531 0.18684
C -1.46256 0.82124 1.80378
H -1.96236 -2.62957 0.95196
O 1.45725 -0.18206 -0.50031
C 0.85032 -1.32037 -0.10067
S -0.52564 -0.61895 2.09902
C -0.59666 -1.21850 0.27050
```

Here are the Mulliken charges for atoms 1 to 8, given in e: 0.500, 0.327, 0.424, 0.327, 0.223, 0.422, 0.537, -0.014


Question: which arrangement is favored energetically? Ranking from most to least stable: #one, #two.


#one
Density functional theory data (wB97M-V/def2-TZVPD) for C5H7NO2 in the gas phase.

Calculated values
SMILES: Cn1cc(O)c(O)c1
LUMO in eV: 0.72

XYZ file:
```
15
C5H7NO2, DFT wB97M-V/def2-TZVPD
H -2.69768 -0.88889 -0.31721
H -0.59650 2.16539 0.04853
C -2.31517 0.04270 0.03726
C 1.19683 0.78435 0.03320
N -0.88617 0.06272 -0.00971
C -0.10822 -1.07173 0.03393
H 3.02311 0.98681 0.14680
H -2.69978 0.20688 1.04807
H 2.52769 -1.86039 -0.66657
O 2.30151 1.59467 -0.00849
H -0.52118 -2.10283 -0.00956
C 1.21559 -0.64379 0.07482
O 2.41440 -1.29831 0.12285
C -0.11034 1.18897 0.04589
H -2.74409 0.83346 -0.57981
```

Here are the Mulliken charges for atoms 1 to 8, given in e: 0.318, 0.360, -0.936, 0.501, 0.179, -0.559, 0.313, 0.301


#two
Density functional theory data (wB97M-V/def2-TZVPD) for C5H7NO2 in the gas phase.

Calculated values
SMILES: O=C1[C@@H]2CO[C@H]1CN2
LUMO in eV: 0.79

XYZ file:
```
15
C5H7NO2, DFT wB97M-V/def2-TZVPD
H 0.08556 1.98531 1.26356
N 0.50575 1.50941 -0.58016
H 1.79117 1.36622 1.33932
H 1.43172 1.52842 -0.91710
H 1.11950 -1.90403 -1.47694
O -2.29969 -0.10027 -0.12296
C -0.08038 -0.28512 1.10109
C 0.69454 1.10532 0.92943
H -0.37296 0.16778 -2.07275
C 1.06069 -0.97085 -0.80614
C 0.03315 0.12945 -1.02409
C -1.10797 -0.03806 -0.08873
H 2.21426 -0.38424 -0.63943
O 0.67624 -1.47138 0.59180
H -0.42230 -0.39655 2.14436
```

Here are the Mulliken charges for atoms 1 to 8, given in e: 0.307, -0.578, 0.267, 0.279, 0.320, -0.538, 0.068, -0.516


Question: which arrangement is favored energetically? Ranking from most to least stable: #one, #two.


#one
Density functional theory data (wB97M-V/def2-TZVPD) for C5H7NO2 in the gas phase.

Calculated values
SMILES: C[C@]1(O)[C@@H]2ON=C[C@@H]21
LUMO in eV: 0.57

XYZ file:
```
15
C5H7NO2, DFT wB97M-V/def2-TZVPD
C -0.26337 -1.22469 -0.40644
N -2.30908 -0.15417 -0.31741
H -2.10653 0.84620 1.51038
H 1.02942 2.31443 -0.16640
H -0.23122 1.50399 -1.01858
H 2.72938 -0.33528 0.47649
H 1.54136 1.32226 -1.46416
O 1.91007 -1.05827 0.10959
C -1.76408 0.24751 0.76019
C -0.50360 -0.41975 0.78485
O -1.44901 -0.96561 -1.09365
C 0.73979 -0.22516 -0.07736
H -0.04254 -2.42210 -0.23267
C 0.81879 1.18512 -0.68018
H -0.09938 -0.61447 1.81537
```

Here are the Mulliken charges for atoms 1 to 8, given in e: -0.294, -0.418, 0.494, 0.289, 0.298, 0.378, 0.382, -0.576


#two
Density functional theory data (wB97M-V/def2-TZVPD) for C5H7NO2 in the gas phase.

Calculated values
LUMO (alpha / beta) in eV: -1.42 / -1.43

XYZ file:
```
15
C5H7NO2, DFT wB97M-V/def2-TZVPD
H -0.33154 -1.92143 -1.10231
C -0.07645 -1.55581 -0.08738
C 0.51860 -0.20256 -0.11213
N -1.44499 1.25831 0.84945
H -1.74868 2.23012 0.75103
H 0.63655 -2.27559 0.34885
H 2.13061 0.01449 1.19025
O -1.12930 -1.27712 0.74313
C -0.43331 0.85944 -0.26885
C 1.95455 0.05649 0.10544
O -2.90172 0.26976 -0.82991
C -1.92119 0.47683 -0.18036
H 2.24885 1.05511 -0.22089
H 2.58848 -0.70899 -0.34900
H -0.09044 1.72095 -0.83732
```

Here are the Mulliken charges for atoms 1 to 8, given in e: 0.241, -0.359, 0.813, -0.415, 0.287, 0.360, 0.317, -0.615


#three
Density functional theory data (wB97M-V/def2-TZVPD) for C5H7NO2 in the gas phase.

Calculated values
SMILES: [H]/N=C(/C=O)[C@H](O)C=C
LUMO in eV: -0.28

XYZ file:
```
15
C5H7NO2, DFT wB97M-V/def2-TZVPD
C 0.80739 1.86800 -0.25183
C -0.32543 -1.37664 1.62197
H 1.96910 -1.09369 -0.75072
H 0.72207 -1.23932 1.86630
H 1.72692 2.32309 -0.65120
O -0.17034 2.49494 0.11149
H -1.99755 -0.92318 0.53147
C 0.77509 0.34630 -0.30382
H -1.56970 1.29985 -0.87694
C -0.45223 -0.28564 -0.92111
N 1.97698 -0.19465 -0.25288
H -0.92692 -1.84863 2.39382
C -0.91244 -0.80989 0.56197
H -0.19675 -1.09816 -1.60441
O -1.42619 0.53765 -1.47412
```

Here are the Mulliken charges for atoms 1 to 8, given in e: -0.020, -0.709, 0.264, 0.345, 0.377, -0.521, 0.286, 0.363


Question: which arrangement is favored energetically? Ranking from most to least stable: #three, #two, #one.


#one
Density functional theory data (wB97M-V/def2-TZVPD) for a 2-piece molecular cluster, C5H7NO2 overall.

Calculated values
LUMO (alpha / beta) in eV: -0.93 / -1.57

XYZ file:
```
15
C5H7NO2, DFT wB97M-V/def2-TZVPD
O -0.83046 -0.67077 -2.63793
H 1.96527 1.36166 -0.31791
H 0.73917 1.11762 -1.58058
C 0.51181 -0.16863 1.83929
H 1.39130 1.69233 2.30686
H 0.34752 -1.19357 2.15237
C 0.95571 1.04095 -0.52593
H -1.71500 -0.38335 -0.75685
N -0.97043 -0.13838 0.42781
H -0.91175 -1.16793 -3.46949
O -2.71188 -1.74741 -2.05304
C -1.83634 -0.97472 -1.82103
C 1.14317 0.68973 2.63389
C 0.27352 0.17863 0.27044
H 1.64837 0.36383 3.53209
```

Here are the Mulliken charges for atoms 1 to 8, given in e: -0.404, 0.324, 0.292, -0.193, 0.292, 0.343, -0.983, 0.291


#two
Density functional theory data (wB97M-V/def2-TZVPD) for C5H7NO2 in the gas phase.

Calculated values
SMILES: C/C=C/NC(=O)C=O
LUMO in eV: -0.86

XYZ file:
```
15
C5H7NO2, DFT wB97M-V/def2-TZVPD
C -1.02447 -0.84595 0.87515
H -0.37962 2.29623 0.07966
H 1.19619 3.10987 -2.34074
C 0.69099 0.96409 -1.32819
H 0.30426 -1.82683 2.39672
C 0.33531 -1.41108 1.28066
C -0.22690 1.26163 -0.33429
N -1.10476 0.31397 0.07485
H 1.02294 -0.14025 -1.42151
C 1.67828 2.04931 -1.92647
O -2.13183 -1.33845 1.20973
H -2.05120 0.27344 -0.53518
H 2.52316 2.06005 -1.26659
O 1.40691 -1.36073 0.55917
H 2.19768 1.51517 -2.98867
```

Here are the Mulliken charges for atoms 1 to 8, given in e: 0.466, 0.307, 0.279, 0.057, 0.270, 0.119, -0.434, -0.171


#three
Density functional theory data (wB97M-V/def2-TZVPD) for C5H7NO2 in the gas phase.

Calculated values
SMILES: Cc1oc(N)cc1O
LUMO in eV: 0.83

XYZ file:
```
15
C5H7NO2, DFT wB97M-V/def2-TZVPD
H 1.83658 0.15969 -2.24280
O 1.81510 -0.03162 1.63275
H 2.64131 0.89673 -0.84399
O -0.62320 0.15254 -0.93376
H -2.95914 -0.52891 -1.10771
C 0.65986 0.31606 -0.46999
C 0.70421 -0.05258 0.84061
C -1.36722 -0.30568 0.08802
C -0.60991 -0.45942 1.21219
C 1.70649 0.82801 -1.39170
H 1.43820 1.81329 -1.77202
H 1.56046 -0.31516 2.51696
H -3.14404 -1.19913 0.42682
H -0.93537 -0.80467 2.17226
N -2.72334 -0.46915 -0.12763
```

Here are the Mulliken charges for atoms 1 to 8, given in e: 0.291, -0.556, 0.290, -0.422, 0.257, -0.052, 1.053, 0.139


#four
Density functional theory data (wB97M-V/def2-TZVPD) for C5H7NO2 as an isolated structure.

Calculated values
LUMO in eV: 0.63

XYZ file:
```
15
C5H7NO2, DFT wB97M-V/def2-TZVPD
H 0.20206 2.35936 -0.26759
C 0.12354 0.36547 -1.01756
C 0.06302 0.45027 0.96213
H -2.70227 -0.80860 0.28419
H -1.69559 1.16505 -0.07511
C 0.97222 -0.78372 0.72898
H -0.02353 0.72702 1.97556
O 2.11088 -0.47869 -0.08253
C -1.13075 0.24908 -0.04886
O -1.80070 -1.01747 -0.07687
N 0.64000 1.40867 -0.06880
H 0.12015 0.64352 -2.05758
C 0.93475 -0.92291 -0.70987
H 1.27691 -1.42942 1.64694
H 0.90931 -1.92764 -1.19303
```

Here are the Mulliken charges for atoms 1 to 8, given in e: 0.266, -0.221, -0.391, 0.342, 0.372, -0.182, 0.571, -0.449


Question: which arrangement is favored energetically? Ranking from most to least stable: #three, #two, #four, #one.


#one
Density functional theory data (wB97M-V/def2-TZVPD) for a 2-piece molecular cluster, C9H14 overall.

Calculated values
SMILES: Cc1ccccc1.CC
LUMO in eV: 1.00

XYZ file:
```
23
C9H14, DFT wB97M-V/def2-TZVPD
H -2.36089 0.36348 -2.12967
H 1.35609 2.49492 2.19832
H 0.86103 0.85250 -1.83316
C 0.45167 1.07572 -0.79686
C 0.69213 2.02164 1.47516
C 0.63435 -3.62956 -0.06782
C -1.34134 0.96998 0.73510
C 1.19875 1.71345 0.16669
C 1.25109 -2.38822 -0.62403
H 0.53186 -4.55755 -0.63245
H -1.03039 1.79131 2.73146
H 1.14196 -3.79282 0.93106
H -0.88795 -0.61071 -2.25633
C -1.63436 -0.17752 -1.52955
H -2.36072 0.74322 0.96808
C -0.85343 0.65725 -0.51983
H 0.45408 -1.86091 -1.26308
H 2.21262 2.01210 -0.16726
H -0.33287 -3.35488 0.35334
H 2.13921 -2.58440 -1.34763
H -2.27657 -1.00844 -1.11168
C -0.59022 1.60255 1.75936
H 1.70080 -1.55955 -0.03038
```

Here are the Mulliken charges for atoms 1 to 8, given in e: 0.368, 0.372, 0.275, -0.251, -0.521, -0.940, -0.369, -0.339


#two
Density functional theory data (wB97M-V/def2-TZVPD) for a 2-piece molecular cluster, C9H14 overall.

Calculated values
SMILES: Cc1ccccc1.CC
LUMO in eV: 0.95

XYZ file:
```
23
C9H14, DFT wB97M-V/def2-TZVPD
C -1.41228 1.93861 0.82366
H 0.99944 0.14194 -2.40633
H -1.12674 2.68472 2.65770
H -1.21654 1.61743 -1.32812
H -0.14766 -4.29360 -0.52521
C -0.64168 1.67352 -0.46780
C 0.68385 1.29550 -0.50102
H -1.04593 -1.71470 -0.14445
C -0.74764 -3.46715 -0.73000
C 1.43450 1.43674 0.71300
H 0.52097 -1.96640 0.48005
C -0.44417 -2.43774 0.37682
H 2.40332 0.69868 -1.52120
H -0.63013 -3.22458 -1.72034
C -0.62544 2.22018 1.86198
C 1.40282 0.92084 -1.69486
H -2.51431 1.93874 0.82843
H -0.93734 -2.60720 1.40989
H 2.44719 1.22051 0.44145
H 1.28633 2.00722 2.72177
H 1.33451 1.72948 -2.47679
C 0.78838 1.97458 1.77135
H -1.81144 -3.78730 -0.56998
```

Here are the Mulliken charges for atoms 1 to 8, given in e: -0.406, 0.273, 0.414, 0.442, 0.312, -0.500, 1.069, 0.159


Question: which arrangement is favored energetically? Ranking from most to least stable: #one, #two.